C36H43IrN3O4P2S2 as an isolated structure at a distorted geometry, computed with the ωB97M-V functional and the def2-TZVPD basis.

## Properties
Net charge: +2
Energy relative to the best compared isomer or geometry (same formula, charge and spin): 21.4 kcal/mol
Lowest unoccupied orbital energy (spin up / spin down): -4.6 / -8.9 eV
Spin multiplicity: 6
E: -93762.1480 eV
⟨S²⟩: 8.7823

XYZ file:
```
91
Properties=species:S:1:pos:R:3:forces:R:3:mulliken_charge:R:1
Ir 0.4735 1.0723 -0.6866 0.2 -1.6 1.8 3.18
O 0.0284 2.3421 -2.6131 0.1 -0.1 0.2 -0.26
S -0.2673 3.4574 -1.6612 -0.8 1.3 -0.6 0.15
O 0.7320 3.2992 -0.5589 0.1 -0.7 0.4 -0.39
O -1.5884 2.7535 -0.7817 1.4 0.5 0.3 -0.41
C -2.6323 2.4611 -1.5975 -1.4 -0.4 -1.1 -0.38
C -3.6240 3.4145 -1.8133 0.3 -0.2 0.3 -0.48
C -4.6890 3.1200 -2.6415 0.0 0.0 -0.1 -0.68
C -4.7460 1.8985 -3.2974 -0.1 -0.1 0.0 -0.84
C -3.7570 0.9520 -3.0952 0.0 0.0 0.0 -0.39
C -2.6860 1.2260 -2.2503 0.4 0.2 0.5 0.99
P -1.4118 -0.0320 -1.9111 -0.9 -0.6 -0.9 0.67
C -2.4526 -1.4715 -1.4723 0.5 0.1 0.3 0.69
C -2.8516 -2.3609 -2.4689 0.1 0.1 -0.1 -0.50
C -3.8093 -3.3187 -2.1907 -0.1 0.0 -0.1 -0.77
C -4.3540 -3.4133 -0.9206 0.0 0.0 0.0 -0.66
C -3.9297 -2.5561 0.0817 0.0 0.1 0.1 -0.54
C -2.9748 -1.5908 -0.1880 0.1 0.0 0.0 -0.46
C -0.6441 -0.5264 -3.4698 0.2 0.1 0.1 0.52
C -0.8662 0.1735 -4.6498 -0.1 0.0 0.3 -0.64
C -0.2099 -0.2025 -5.8061 0.1 -0.1 -0.2 -0.86
C 0.6839 -1.2636 -5.7902 -0.1 0.1 0.1 -0.65
C 0.9062 -1.9692 -4.6147 0.1 0.0 -0.1 -0.89
C 0.2480 -1.6072 -3.4549 -0.2 0.2 0.1 -0.55
H -3.5433 4.3639 -1.3053 -0.1 0.1 0.0 0.55
H -5.4743 3.8466 -2.7843 0.0 0.1 0.0 0.45
H -5.5724 1.6804 -3.9574 0.0 0.0 0.0 0.48
H -3.7989 -0.0033 -3.5982 -0.1 -0.1 0.0 0.56
H -2.4329 -2.3001 -3.4631 0.0 0.0 0.0 0.44
H -4.1446 -3.9693 -2.9842 0.0 -0.1 0.0 0.46
H -5.1062 -4.1544 -0.7056 -0.1 -0.1 0.0 0.43
H -4.3633 -2.6318 1.0677 0.0 0.0 0.1 0.46
H -2.6263 -0.9321 0.5937 0.0 0.1 0.1 0.38
H -1.5494 1.0094 -4.6519 0.0 0.1 -0.1 0.52
H -0.3879 0.3382 -6.7220 0.0 0.1 -0.1 0.48
H 1.2168 -1.5292 -6.6888 0.0 -0.1 -0.1 0.45
H 1.5939 -2.8011 -4.6133 0.0 -0.1 0.0 0.51
H 0.4059 -2.1687 -2.5420 0.0 -0.1 0.0 0.72
O 0.1421 -0.0738 1.2381 -0.2 1.2 -2.9 -0.25
P 0.5965 -0.3038 2.6451 1.3 -0.3 3.3 -1.85
N 1.5774 0.9293 3.1843 -1.0 -0.9 -0.9 0.39
C 1.6650 1.3145 4.5804 0.2 0.1 0.6 -0.47
C 1.3804 2.8125 4.5637 0.1 -0.1 0.0 -0.64
C 2.0782 3.2570 3.2789 0.0 0.1 0.1 -0.70
C 1.9294 2.0555 2.3392 0.3 0.1 -0.8 -0.09
N 1.4868 -1.7058 2.7875 -1.1 1.2 -0.1 0.35
C 2.9513 -1.6689 2.7121 0.7 0.2 0.2 -0.18
C 3.3502 -2.9022 1.8979 -0.2 0.0 0.1 -0.63
C 2.1560 -3.8388 2.0757 0.0 0.1 0.0 -0.77
C 0.9768 -2.8739 2.0749 -0.3 -0.5 -0.1 -0.14
N -0.7042 -0.3734 3.6590 0.9 -0.1 -1.2 0.52
C -1.0493 -1.3431 4.6763 -0.2 -0.4 0.3 -0.74
C -2.4991 -1.6758 4.3263 0.1 0.0 0.1 -0.53
C -3.0719 -0.3135 3.9182 0.0 -0.2 0.1 -0.76
C -1.8722 0.4373 3.3271 -0.2 0.6 -0.2 -0.09
H 2.6844 1.1269 4.9324 -0.1 0.0 0.2 0.37
H 0.9700 0.7404 5.1900 0.0 0.0 0.0 0.22
H 1.7666 3.3110 5.4471 0.0 0.1 0.1 0.44
H 0.3066 2.9895 4.5030 -0.1 0.0 0.0 0.18
H 3.1329 3.4462 3.4755 0.0 0.0 0.0 0.37
H 1.6461 4.1585 2.8528 0.0 0.1 0.0 0.36
H 2.8629 1.8431 1.8064 0.1 0.2 -0.1 0.16
H 1.1472 2.2166 1.5821 0.1 0.2 0.2 -0.24
H 3.3530 -1.7213 3.7289 0.1 0.1 -0.1 0.36
H 3.3134 -0.7460 2.2509 0.0 -0.1 0.1 0.12
H 4.2748 -3.3425 2.2631 0.1 0.0 -0.1 0.43
H 3.4810 -2.6441 0.8449 0.0 0.0 0.0 0.09
H 2.2179 -4.3416 3.0412 0.0 -0.1 0.0 0.31
H 2.0805 -4.5871 1.2895 0.0 -0.1 0.1 0.39
H 0.0954 -3.2685 2.5848 0.0 -0.1 -0.1 0.22
H 0.6950 -2.6002 1.0480 0.0 -0.1 0.0 -0.18
H -0.9987 -0.8751 5.6679 0.1 -0.1 0.0 0.39
H -0.3719 -2.1954 4.6474 0.0 0.0 0.1 0.37
H -3.0356 -2.1315 5.1547 0.0 0.0 0.0 0.47
H -2.5153 -2.3564 3.4730 0.0 -0.1 0.0 0.10
H -3.4663 0.2166 4.7843 0.0 0.0 0.0 0.35
H -3.8768 -0.4163 3.1943 -0.1 0.1 0.0 0.32
H -1.7822 1.4431 3.7519 0.0 0.0 0.0 0.15
H -1.9321 0.5412 2.2418 -0.1 0.1 0.1 -0.13
S 2.4188 -0.3181 -1.3981 0.2 0.6 -0.2 -0.05
C 3.5403 0.7663 -2.1380 -0.7 -0.5 0.5 1.26
C 4.5537 0.2261 -2.9473 0.3 -0.1 -0.2 -0.64
C 5.4469 1.0688 -3.5697 0.0 -0.4 0.0 -0.65
C 5.3613 2.4461 -3.3882 -0.1 0.0 0.0 -0.46
C 4.3671 2.9831 -2.5732 -0.3 0.0 0.3 -1.02
C 3.4613 2.1540 -1.9444 0.1 0.7 -0.1 -0.46
H 4.6109 -0.8435 -3.0762 0.1 -0.1 -0.1 0.48
H 6.2183 0.6537 -4.1983 0.1 0.0 -0.1 0.43
H 6.0731 3.0958 -3.8760 0.0 0.1 0.0 0.44
H 4.3121 4.0511 -2.4267 0.0 0.1 0.0 0.48
H 2.6990 2.5699 -1.2976 0.1 0.0 -0.1 0.42
```
Forces are in eV/Å.